1.
Below is 2 unconnected molecules or ions with the total composition C4H8NO3, with properties calculated with ωB97M-V/def2-TZVPD.

LUMO = 3.675 eV
energy above the lowest of the compared OMol25 structures with the same formula, charge and spin = 16.07 kcal/mol
HOMO level = -4.3 eV

Structure (ORCA input):
```
! RIJCOSX wB97M-V def2-TZVPD def2/J DEFGRID3
* xyz -1 1
C -0.361 1.358 -1.341
C -1.645 0.654 -1.781
O -2.026 -0.400 -1.130
O -2.352 1.174 -2.658
H -0.632 2.354 -0.994
H 0.214 1.463 -2.278
H 0.304 0.846 -0.662
C 0.725 -0.310 2.208
C 1.267 -0.904 0.901
O 2.462 -1.102 0.742
N 0.338 -1.572 0.166
H 0.720 -1.998 -0.664
H -0.595 -1.164 0.012
H 1.551 0.181 2.717
H 0.101 -1.017 2.754
H -0.070 0.439 2.007
*
```

Löwdin population analysis, charges in e, atoms 1 to 5:
1. C -0.04
2. C -0.76
3. O -0.15
4. O -0.08
5. H 0.06

2.
Below is a gas-phase ion, C4H8NO3 (charge -1), with properties calculated with ωB97M-V/def2-TZVPD.

structure (SMILES) = C[C@@H](CO)NC(=O)[O-]
LUMO = 3.500 eV
energy above the lowest of the compared OMol25 structures with the same formula, charge and spin = 33.34 kcal/mol
HOMO level = -4.0 eV

Structure (ORCA input):
```
! RIJCOSX wB97M-V def2-TZVPD def2/J DEFGRID3
* xyz -1 1
C 0.142 0.097 1.503
C 0.012 0.201 -0.040
C 1.361 0.370 -0.724
O 1.891 1.702 -0.547
N -0.655 -0.989 -0.552
C -2.083 -1.057 -0.635
O -2.697 -0.149 -0.041
O -2.503 -2.051 -1.277
H 1.155 -0.130 1.852
H -0.013 1.104 1.927
H -0.609 -0.591 1.864
H -0.610 1.048 -0.329
H 1.192 0.329 -1.805
H 2.139 -0.328 -0.413
H 1.383 2.200 0.119
H -0.106 -1.756 -0.902
*
```

Löwdin population analysis, charges in e, atoms 1 to 5:
1. C -0.05
2. C -0.39
3. C -0.23
4. O -0.11
5. N 0.03